(1)
49
Properties=species:S:1:pos:R:3:forces:R:3 method="wB97M-V/def2-TZVPD" homo_lumo_gap_ev="8.5974 / 6.5953" s_squared=6.03 relative_energy_ev=0.2680 lumo_ev="-3.630 / -5.715" total_charge=+1 spin_multiplicity=5 homo_ev="-12.23 / -12.31"
Os -0.23548 -1.17573 1.48212 0.092 0.117 -0.316
O 3.30164 -1.47770 3.45998 0.504 -0.108 -0.425
C 2.57960 -1.50484 2.51532 0.048 -0.545 -0.168
O 1.26243 -1.28786 2.71707 -1.142 0.048 -0.963
C 3.02598 -1.65149 1.03453 1.087 0.789 0.448
C 2.72978 -0.32010 0.30021 -0.776 -0.529 -0.360
C 3.60584 -0.22117 -0.94881 -2.375 0.218 -0.354
C 2.94944 -1.25456 -1.95988 0.440 0.838 2.005
C 1.83446 -1.79737 -1.08927 0.309 -0.941 0.845
O 1.39070 -0.64550 -0.30690 0.127 0.414 0.149
C 2.41456 -2.67831 0.03250 -0.734 -0.077 -0.025
C 1.34670 -3.50857 0.73400 1.936 -0.228 0.316
O 1.69978 -4.50067 1.29514 -0.377 -0.765 0.276
O 0.13489 -3.02375 0.75021 -1.738 1.551 0.368
H 4.11336 -1.78982 1.11881 -0.339 0.001 -0.057
H 2.62335 0.60041 0.90784 0.061 -0.639 -0.343
H 4.58447 -0.47111 -0.70623 1.866 -0.197 0.232
H 3.50590 0.79232 -1.30548 0.366 0.236 -0.345
H 3.70914 -1.97073 -2.23604 -0.226 -0.388 -0.349
H 2.52343 -0.74069 -2.77883 -0.134 0.439 -1.118
H 1.01863 -2.33563 -1.59083 0.007 0.682 0.105
H 3.11601 -3.40871 -0.36288 0.305 0.169 0.226
C -3.64606 1.67188 3.77583 -0.086 0.762 1.510
N -3.09496 2.17035 2.54203 0.378 -0.014 -1.133
C -3.64699 3.13972 1.73935 -0.005 0.329 -0.746
C -2.87705 3.29550 0.63789 1.503 -1.325 1.107
N -1.78556 2.44786 0.80979 0.325 -0.500 0.539
B -0.50270 2.36252 -0.08834 -0.821 -0.900 0.235
N -0.85160 1.33795 -1.30055 0.097 0.665 0.900
C -0.62858 1.75627 -2.57266 -0.144 -0.451 -1.388
C -0.99752 0.78952 -3.46166 -0.546 -1.468 1.854
N -1.46769 -0.26349 -2.65009 0.396 0.888 1.200
C -1.82803 -1.58832 -3.10532 -0.853 0.206 -0.703
C -1.36208 0.10549 -1.32504 -0.436 -0.156 -0.996
S -2.08553 -0.85248 0.01938 1.025 0.494 -0.737
C -1.92260 1.77284 1.97358 -0.936 0.791 -0.656
S -0.77393 0.75791 2.80329 0.113 -0.746 -0.484
H -3.17044 2.30008 4.57170 -0.364 -1.121 -0.185
H -3.51546 0.58915 3.88847 0.418 0.459 0.023
H -4.72298 1.84904 3.85904 0.221 0.167 -0.470
H -4.46810 3.77437 1.95845 -0.789 -0.181 0.604
H -2.88312 3.95013 -0.19847 -0.316 0.387 -0.303
H -0.26277 3.42905 -0.49985 -0.008 0.519 -0.659
H 0.38491 1.96728 0.58643 0.290 -0.377 0.029
H -0.25585 2.72427 -2.79914 0.264 0.495 0.104
H -1.01880 0.62215 -4.52094 0.192 0.471 -0.155
H -2.81735 -1.89959 -2.77996 -0.075 0.234 0.348
H -1.12056 -2.30463 -2.72912 0.373 -0.384 -0.238
H -1.91322 -1.53324 -4.19667 0.473 -0.331 0.249

=====

(2)
106
Properties=species:S:1:pos:R:3:forces:R:3 method="wB97M-V/def2-TZVPD" homo_lumo_gap_ev=6.3281 relative_energy_ev=1.9080 lumo_ev=-4.673 total_charge=+1 homo_ev=-11.00
W 0.27181 -0.11249 -0.14636 1.268 0.264 1.223
C -0.59974 4.06630 1.74073 0.004 -0.014 0.023
C 0.11107 2.87756 1.16738 0.060 0.186 -0.100
N -0.55851 1.92420 0.59793 -0.243 -0.149 0.031
N -1.96225 2.20276 0.62937 -0.074 -0.015 0.072
C -2.93230 0.41999 1.27119 0.167 0.144 0.125
S -1.45615 -0.71089 1.35315 -0.338 -0.078 -0.292
S -4.39115 -0.49112 1.72722 0.006 -0.089 0.027
C -4.07624 -0.61178 3.52016 0.020 0.020 0.005
C -4.70103 -1.85603 4.09030 -0.019 0.016 -0.004
C -5.70067 -1.76264 5.04907 -0.022 -0.013 0.005
C -6.26408 -2.91083 5.59149 0.006 -0.008 -0.008
C -5.83194 -4.15992 5.17454 -0.008 0.011 0.006
C -4.83603 -4.25957 4.21056 0.021 -0.012 -0.010
C -4.27682 -3.11358 3.67033 -0.046 -0.017 0.055
C 1.56938 2.82615 1.25213 0.075 -0.133 -0.160
C 2.29451 4.02354 1.25792 -0.027 0.000 0.004
C 3.67137 4.02971 1.27690 0.042 0.044 0.003
C 4.34731 2.82156 1.30638 0.042 -0.015 0.000
C 3.65401 1.62629 1.29101 -0.099 -0.070 0.127
C 2.26262 1.60531 1.24812 -0.213 0.257 0.055
O 1.58975 0.42345 1.21130 0.090 0.092 -0.239
H -1.04567 3.78438 2.69813 -0.028 -0.004 -0.024
H -1.41769 4.37874 1.09444 0.009 -0.005 -0.014
H 0.07458 4.88829 1.93962 -0.013 -0.017 0.014
H -4.47766 0.27825 4.00162 0.007 0.007 0.030
H -2.99287 -0.62288 3.66678 0.008 -0.053 -0.006
H -6.04264 -0.78767 5.37633 0.005 -0.001 -0.001
H -7.04276 -2.82647 6.33799 0.004 -0.002 -0.003
H -6.27148 -5.05490 5.59480 0.002 0.008 -0.001
H -4.49964 -5.23482 3.87900 -0.012 0.038 0.008
H -3.51423 -3.18760 2.90633 0.061 -0.015 -0.034
H 1.78185 4.97184 1.20262 -0.002 -0.031 -0.010
H 4.21016 4.96669 1.26228 -0.003 -0.012 -0.005
H 5.42935 2.80237 1.32726 -0.013 0.000 0.003
H 4.20593 0.70761 1.30328 0.029 -0.051 0.011
C -0.06848 -2.20779 -1.20248 -0.023 0.137 -0.136
C 1.13320 -1.71335 -1.78500 -0.049 -0.004 -0.077
C 2.11342 -1.69688 -0.70914 -0.167 -0.148 -0.079
C 1.44436 -2.16494 0.45641 -0.172 -0.001 -0.129
C 0.14527 -2.59997 0.14473 -0.090 -0.129 -0.109
C -0.62174 -3.68984 0.86963 -0.027 0.042 0.100
C -0.40882 -3.67541 2.38871 -0.028 -0.046 -0.079
C -2.10041 -3.77845 0.48132 -0.016 0.009 0.002
C 0.06805 -4.96236 0.32124 0.030 -0.043 -0.011
C 3.64026 -1.63927 -0.68132 0.068 0.085 0.008
C 4.25092 -0.49020 -1.48689 0.010 -0.011 0.030
C 4.15475 -2.98561 -1.23761 -0.007 -0.012 0.038
C 4.14119 -1.63817 0.77802 0.050 -0.012 -0.003
C 1.20180 -1.50952 -3.31602 0.014 0.027 0.001
C -0.17778 -1.76949 -3.94193 -0.023 -0.002 0.034
C 1.66161 -0.13119 -3.80650 -0.005 0.039 0.018
C 2.15156 -2.56358 -3.91251 0.010 -0.025 0.041
H -0.99740 -2.34763 -1.72346 -0.028 0.032 -0.026
H 1.89827 -2.24914 1.42727 -0.016 -0.001 0.033
H -0.79170 -2.77880 2.86659 -0.057 0.069 0.020
H 0.64836 -3.77647 2.64318 -0.005 0.007 -0.017
H -0.92695 -4.53151 2.82538 0.018 0.022 -0.022
H -2.67989 -2.90131 0.75955 0.027 -0.044 -0.021
H -2.53549 -4.64829 0.97704 0.014 -0.012 -0.013
H -2.21525 -3.92824 -0.59407 -0.002 0.012 0.016
H 1.13222 -4.97926 0.56603 -0.016 -0.006 -0.005
H -0.04586 -5.03984 -0.76163 0.009 -0.007 0.012
H -0.40064 -5.83653 0.77543 0.006 0.003 -0.007
H 4.09613 -0.63620 -2.55503 0.028 -0.014 0.046
H 5.32919 -0.47232 -1.32160 -0.002 0.002 0.006
H 3.83925 0.48038 -1.21183 0.011 -0.024 0.011
H 4.00572 -3.09958 -2.30102 -0.019 -0.008 -0.105
H 3.67810 -3.82579 -0.72665 0.005 0.016 -0.015
H 5.22745 -3.04408 -1.04254 -0.013 0.002 0.003
H 3.57358 -0.99305 1.43621 -0.036 0.024 0.030
H 5.18644 -1.32800 0.79741 -0.003 -0.012 -0.006
H 4.10104 -2.64587 1.19581 -0.006 0.004 0.000
H -0.95040 -1.11606 -3.53723 0.012 -0.001 -0.012
H -0.49376 -2.80807 -3.82282 0.000 0.016 0.007
H -0.10798 -1.57041 -5.01121 0.007 -0.002 -0.001
H 0.85413 0.59408 -3.73927 0.034 -0.034 -0.032
H 1.91642 -0.21974 -4.86381 0.007 -0.006 0.004
H 2.52535 0.26219 -3.27810 -0.090 -0.010 -0.053
H 2.01100 -3.54947 -3.46577 0.013 -0.002 0.003
H 3.19179 -2.26608 -3.81478 0.040 -0.011 0.012
H 1.94199 -2.64591 -4.97956 -0.009 0.001 0.007
C -5.60858 3.98447 2.63227 -0.019 -0.019 -0.035
C -4.61400 3.09972 1.93967 0.011 -0.019 -0.016
C -4.91458 2.77799 0.53542 0.002 0.018 0.100
C -4.24771 1.98140 -0.29322 0.044 -0.036 -0.052
C -2.95118 1.24486 -0.02689 -0.019 -0.016 0.012
C -2.50581 1.73217 1.97748 -0.002 0.041 -0.053
C -3.55056 2.61167 2.57819 -0.023 0.040 -0.040
S -2.52213 0.36795 -1.57791 0.056 -0.121 -0.065
O -2.79434 -1.01843 -1.34227 -0.053 0.040 -0.018
O -3.09217 0.99669 -2.72849 -0.141 0.266 0.235
N -0.93358 0.65042 -1.59975 0.143 -0.487 -0.304
C -0.55936 1.95929 -2.15467 -0.033 -0.056 -0.023
C 0.90986 2.17181 -1.85614 0.037 -0.328 -0.335
O 1.55576 3.10605 -2.22576 -0.051 0.121 0.130
O 1.42600 1.12635 -1.19910 -0.251 0.268 0.020
H -5.70387 4.93644 2.10573 0.001 -0.002 0.004
H -5.32285 4.18488 3.66278 0.006 -0.006 0.000
H -6.59623 3.51731 2.62860 0.008 0.010 -0.002
H -5.82387 3.22048 0.14275 0.006 0.002 0.009
H -4.65382 1.82915 -1.28458 0.013 0.018 0.009
H -1.69700 1.57323 2.68770 0.019 0.001 -0.004
H -3.40954 2.85464 3.62591 -0.005 0.004 -0.005
H -1.13689 2.77873 -1.71879 -0.009 0.023 0.015
H -0.72623 1.98182 -3.23028 -0.008 0.024 -0.022

=====

(3)
16
Properties=species:S:1:pos:R:3:forces:R:3 method="wB97M-V/def2-TZVPD" homo_lumo_gap_ev=10.8838 relative_energy_ev=1.6070 lumo_ev=0.958 homo_ev=-9.93
C -0.55401 1.77779 1.01612 -0.031 0.014 0.046
C -0.11109 0.85613 -0.08347 -0.493 0.156 0.110
O 1.32805 0.82434 -0.25195 -0.065 -0.148 -0.191
C -0.11292 -0.68138 0.04326 -0.126 -0.035 0.089
C -1.19440 -1.58085 -0.50688 -0.006 -0.021 -0.071
C 1.25534 -0.53135 -0.54974 0.421 0.092 0.226
N 2.18764 -1.19715 -1.05553 -0.223 0.266 0.543
H -1.64517 1.75837 1.09150 0.100 0.016 0.073
H -0.24746 2.80080 0.77342 -0.063 -0.132 0.078
H -0.11471 1.50158 1.97892 -0.062 -0.020 -0.115
H -0.55000 1.15914 -1.04240 -0.081 -0.029 0.096
H 2.90814 -0.47196 -1.00795 0.777 -0.422 -0.794
H 0.11225 -0.95099 1.08379 -0.237 0.144 0.005
H -0.83795 -2.61531 -0.53060 -0.066 0.140 -0.040
H -1.49365 -1.29529 -1.51899 0.056 -0.027 0.096
H -2.07507 -1.54677 0.14363 0.099 0.006 -0.153

=====

(4)
83
Properties=species:S:1:pos:R:3:forces:R:3 method="wB97M-V/def2-TZVPD" homo_lumo_gap_ev=3.4488 lumo_ev=-2.216 homo_ev=-5.66
C -2.64361 -3.15869 -3.11822 -0.108 -0.197 -0.057
C -1.47147 -2.21083 -3.08261 0.304 -0.303 0.032
O -0.27167 -3.00634 -3.04462 -1.713 0.605 -0.073
C 0.85370 -2.28139 -2.79297 2.801 -1.365 0.142
C 2.05228 -3.14590 -2.90104 -0.414 2.521 0.516
C 1.87143 -4.59087 -3.08803 -0.037 -0.979 -0.272
C 3.33622 -2.48189 -2.89119 -1.563 -0.362 0.265
C 4.60600 -3.31030 -3.03984 0.315 -0.152 -0.066
O 3.43211 -1.26214 -2.74971 0.993 0.425 0.085
O 0.79095 -1.09807 -2.48561 -0.646 0.333 0.293
H -3.58009 -2.59613 -3.13290 0.005 -0.021 -0.023
H -2.60695 -3.79117 -4.01121 -0.019 0.056 0.158
H -2.64696 -3.80302 -2.23205 0.013 0.065 -0.154
H -1.44215 -1.57552 -3.97983 -0.021 -0.008 0.297
H -1.51787 -1.57100 -2.19067 0.048 -0.021 -0.265
H 0.79741 -4.78939 -3.15222 0.408 -0.364 -0.030
H 2.35738 -4.95725 -4.00433 -0.172 -0.151 0.114
H 2.28697 -5.17250 -2.24869 -0.109 -0.176 -0.132
H 4.44466 -4.38893 -3.12753 -0.050 0.145 0.003
H 5.15102 -2.96940 -3.92907 -0.107 -0.030 0.166
H 5.25730 -3.12417 -2.17577 -0.116 0.032 -0.133
C -1.96406 6.77824 0.68755 -0.303 -0.448 -0.491
O -2.83031 6.17247 -0.29454 0.789 0.314 0.180
C -2.51234 4.94742 -0.79209 -0.515 -0.501 -0.482
C -1.43149 4.14858 -0.41513 0.097 0.082 0.631
C -1.41024 2.79271 -0.75196 -0.022 0.512 -0.665
C -0.38675 1.86794 -0.13755 0.413 0.208 -0.123
C -0.95327 1.14479 1.09019 -1.024 0.111 0.207
C -1.35059 2.06946 2.25319 -1.228 0.659 0.073
O -2.29121 2.86331 2.28153 1.545 -1.094 -0.132
N -0.49463 1.81602 3.28609 -0.395 0.251 -0.328
C -0.52868 2.55635 4.52830 0.197 -0.085 0.303
C 0.38617 0.67476 3.10084 0.251 0.334 0.693
C 1.84308 1.14772 3.21914 0.063 0.071 -0.252
C 0.07426 -0.39000 4.16482 -0.256 -0.064 -0.098
N 0.01654 0.25843 1.73542 1.194 -1.544 -1.392
C 0.62105 -0.73070 1.04894 -1.102 1.383 0.431
C 1.58814 -1.55167 1.60731 1.353 -1.316 0.359
C 2.23844 -2.58517 0.94819 -1.026 1.163 0.067
C 3.23712 -3.40672 1.56738 0.995 -0.747 0.779
C 3.83531 -4.46987 0.83855 -0.297 0.449 0.233
C 4.81260 -5.27507 1.42123 0.026 0.101 0.301
C 5.22315 -5.04503 2.74554 -0.295 0.147 -0.366
C 4.64206 -4.00438 3.48430 -0.234 0.151 -0.177
C 3.66196 -3.19624 2.91285 0.103 -0.349 -0.516
C -2.35356 2.28395 -1.64903 -0.248 -0.513 -0.005
C -3.39407 3.09111 -2.12735 0.326 0.702 0.295
O -4.42051 2.71037 -2.93288 0.281 -0.537 -0.263
C -4.41623 1.39318 -3.51407 0.136 0.482 0.318
C -3.44728 4.44336 -1.72217 -0.296 -0.400 0.684
O -4.45389 5.24985 -2.17007 -0.649 0.160 0.195
C -5.71393 5.25266 -1.42199 1.185 -0.178 -0.474
H -2.36838 7.78261 0.82315 0.135 -0.159 0.047
H -2.00536 6.21878 1.63349 0.054 0.090 -0.234
H -0.92800 6.83839 0.32415 -0.260 0.007 0.090
H -0.64174 4.56864 0.21786 -0.419 -0.281 -0.054
H -0.05839 1.10876 -0.86490 -0.059 0.197 0.121
H 0.50617 2.42735 0.18530 -0.205 -0.090 -0.172
H -1.85281 0.57725 0.78426 0.382 0.169 0.188
H -1.26700 3.35731 4.45632 0.092 -0.220 -0.140
H -0.78760 1.89886 5.36684 -0.085 0.174 -0.123
H 0.45782 2.98786 4.73616 -0.212 0.033 -0.047
H 2.00676 2.01410 2.56352 -0.005 -0.238 0.184
H 2.03407 1.43646 4.26038 0.009 -0.047 -0.306
H 2.54855 0.36261 2.94125 -0.019 0.266 0.112
H -1.00432 -0.59326 4.17914 0.245 0.026 0.035
H 0.59916 -1.32751 3.97500 -0.141 0.157 0.150
H 0.38622 -0.01060 5.14582 -0.122 -0.155 -0.239
H 0.32244 -0.86952 0.00355 0.042 0.069 0.110
H 1.87616 -1.37081 2.63943 -0.151 -0.131 -0.532
H 1.98499 -2.78724 -0.09371 0.064 0.008 -0.156
H 3.50151 -4.63870 -0.18833 0.171 0.038 0.236
H 5.25721 -6.08710 0.84232 -0.140 0.282 0.198
H 5.99212 -5.67216 3.20512 -0.287 0.214 -0.212
H 4.94762 -3.81366 4.51429 -0.036 -0.122 -0.316
H 3.22209 -2.39386 3.50666 0.220 -0.282 -0.121
H -2.27620 1.23651 -1.96186 -0.089 0.356 0.138
H -5.26859 1.39436 -4.19716 0.184 -0.096 0.135
H -3.48993 1.19947 -4.07563 -0.217 0.081 0.194
H -4.55739 0.62937 -2.73620 0.070 0.115 -0.190
H -6.34122 5.95830 -1.96753 -0.018 -0.135 0.181
H -6.14868 4.24651 -1.43560 0.021 0.207 0.056
H -5.53080 5.59790 -0.39745 -0.104 -0.091 -0.183